Arrangement w

Below is a 6-piece molecular cluster, C54H114N6O6 overall, with properties calculated with ωB97M-V with the def2-TZVPD basis set.

Computed properties:
Charge: 0
SMILES: CC1(C)CCCC(C)(C)N1O.CC1(C)CCCC(C)(C)N1O.CC1(C)CCCC(C)(C)N1O.CC1(C)CCCC(C)(C)N1O.CC1(C)CCCC(C)(C)N1O.CC1(C)CCCC(C)(C)N1O
Gap between HOMO and LUMO in eV: 8.55
Multiplicity: 1

Geometry (Å):
C: -32.5139 10.9889 6.1389
C: -31.6559 11.7453 7.1479
C: -32.0483 11.3155 8.5730
C: -31.4647 9.9821 9.0367
C: -29.9505 9.9645 8.8174
C: -29.5329 10.3214 7.4009
N: -30.2261 11.5283 6.9568
O: -29.8567 11.8763 5.6354
C: -28.0227 10.6649 7.4532
C: -29.6920 9.1186 6.4558
C: -31.9117 13.2504 7.0568
H: -32.3443 9.9123 6.2685
H: -32.2611 11.1976 5.0975
H: -33.5909 11.0882 6.2856
H: -31.7922 12.1173 9.2668
H: -33.1342 11.1895 8.5663
H: -31.9505 9.1452 8.5281
H: -31.6472 9.8656 10.1066
H: -29.5293 8.9822 9.0456
H: -29.5444 10.6634 9.5562
H: -27.8901 11.5392 8.0921
H: -27.5625 9.7931 7.9185
H: -27.6383 10.8725 6.4564
H: -30.6423 8.6288 6.6811
H: -29.6667 9.4939 5.4315
H: -28.9190 8.3547 6.5413
H: -32.9820 13.4201 7.1958
H: -31.5697 13.6488 6.1047
H: -31.4042 13.7558 7.8790
H: -29.2230 12.5905 5.7532
C: -17.9752 6.7502 3.2433
C: -18.9450 6.3194 2.1237
C: -18.7233 7.3127 0.9844
C: -19.4997 6.8945 -0.2580
C: -19.1100 5.4910 -0.6936
C: -19.1215 4.4356 0.4292
N: -18.4853 5.0382 1.5942
O: -18.3388 4.0618 2.6202
C: -20.5775 3.9459 0.6699
C: -18.2889 3.2328 -0.0173
C: -20.3550 6.3572 2.7020
H: -18.2053 7.7750 3.5366
H: -16.9519 6.7997 2.8590
H: -18.0264 6.0580 4.0811
H: -18.9592 8.3527 1.2372
H: -17.6579 7.3731 0.7379
H: -19.3050 7.5728 -1.0956
H: -20.5763 6.9960 -0.0857
H: -18.1042 5.4729 -1.1275
H: -19.7661 5.1577 -1.5041
H: -20.8098 3.2094 -0.0951
H: -20.6219 3.5498 1.6859
H: -21.2802 4.7761 0.6164
H: -17.2583 3.3405 0.3253
H: -18.6236 2.3481 0.5335
H: -18.3555 3.0465 -1.0857
H: -21.1190 6.3570 1.9222
H: -20.5568 7.2916 3.2294
H: -20.5088 5.4877 3.3412
H: -17.4198 4.1560 2.8852
C: -23.4462 4.8580 6.4070
C: -23.2183 3.4060 5.9703
C: -23.7784 2.4260 7.0055
C: -25.2835 2.2221 6.9200
C: -25.6425 1.7519 5.5223
C: -25.2149 2.7440 4.4285
N: -23.8261 3.0861 4.6870
O: -23.3078 3.8598 3.6207
C: -25.2985 1.9985 3.0993
C: -26.1921 3.9322 4.4435
C: -21.7004 3.1508 5.8853
H: -23.1747 5.5710 5.6317
H: -22.8847 5.0938 7.3142
H: -24.4981 5.0037 6.6684
H: -23.2729 1.4601 6.9961
H: -23.6080 2.8749 7.9934
H: -25.8552 3.1262 7.1498
H: -25.6541 1.4772 7.6285
H: -26.6883 1.4431 5.4525
H: -25.1092 0.8197 5.2889
H: -25.0817 2.6465 2.2511
H: -24.5959 1.1654 3.1197
H: -26.3118 1.6122 2.9706
H: -26.1014 4.6386 3.6118
H: -27.2172 3.5554 4.4294
H: -26.0683 4.5305 5.3472
H: -21.2033 4.0021 5.4168
H: -21.5253 2.2682 5.2637
H: -21.2786 2.9594 6.8700
H: -22.5196 3.3915 3.3247
C: -33.8563 8.0968 3.3856
C: -33.2588 8.5228 2.0445
C: -34.2734 9.4576 1.3769
C: -33.6935 10.2776 0.2403
C: -32.4801 11.0536 0.7226
C: -31.3994 10.1801 1.3689
N: -32.0640 9.3193 2.3249
O: -31.1547 8.5700 3.1026
C: -30.6466 9.4411 0.2488
C: -30.4159 11.0911 2.0959
C: -32.9679 7.3035 1.1568
H: -34.8858 7.7758 3.2135
H: -33.8780 8.9506 4.0632
H: -33.2735 7.2947 3.8349
H: -35.0515 8.7998 0.9601
H: -34.8381 10.0417 2.1079
H: -34.4350 10.9796 -0.1439
H: -33.4241 9.5849 -0.5589
H: -32.7682 11.8355 1.4341
H: -32.0274 11.5892 -0.1185
H: -29.9853 10.1245 -0.2871
H: -29.9903 8.6624 0.6507
H: -31.3431 8.9480 -0.4269
H: -29.3829 10.7406 2.0989
H: -30.3652 12.0412 1.5506
H: -30.7642 11.3405 3.0990
H: -33.1271 7.5305 0.1016
H: -33.6274 6.4825 1.4478
H: -31.9437 6.9408 1.2383
H: -31.0027 9.1017 3.8906
C: -18.0398 12.1232 2.5867
C: -19.4171 11.5623 2.1889
C: -19.7820 10.3060 2.9898
C: -20.2856 10.5769 4.4172
C: -21.4251 11.5809 4.3914
C: -21.0572 12.8593 3.6711
N: -20.5152 12.5197 2.3595
O: -20.3095 13.6767 1.5611
C: -22.3035 13.7211 3.5016
C: -20.0645 13.6563 4.5510
C: -19.3865 11.1719 0.7131
H: -17.7460 11.8779 3.6091
H: -18.0934 13.2082 2.4869
H: -17.2196 11.7709 1.9599
H: -20.4706 9.6590 2.4462
H: -18.8334 9.7838 3.1682
H: -19.4389 10.9241 5.0112
H: -20.6369 9.6406 4.8556
H: -21.7613 11.8379 5.4046
H: -22.3337 11.1182 3.9928
H: -23.1389 13.1006 3.1527
H: -22.6389 14.0723 4.4800
H: -22.1771 14.5594 2.8251
H: -19.7049 14.5092 3.9656
H: -20.5359 14.0832 5.4352
H: -19.2016 13.0561 4.8210
H: -19.2076 12.0500 0.0918
H: -20.2970 10.6632 0.3978
H: -18.5324 10.5127 0.5319
H: -21.0320 13.6168 0.9295
C: -25.0011 6.0391 0.9834
C: -24.9510 7.4509 1.5720
C: -26.1373 8.1985 0.9568
C: -26.4949 9.4900 1.6708
C: -26.7069 9.1814 3.1577
C: -25.5344 8.4840 3.8256
N: -25.0722 7.3727 3.0025
O: -23.9042 6.8020 3.5434
C: -24.3914 9.4638 4.0958
C: -26.0430 7.9341 5.1448
C: -23.6632 8.1745 1.0695
H: -25.1888 6.0179 -0.0902
H: -25.8323 5.5223 1.4728
H: -24.0917 5.4637 1.1776
H: -26.0150 8.3775 -0.1121
H: -27.0242 7.5588 1.0633
H: -27.4550 9.8750 1.3110
H: -25.8108 10.3336 1.5420
H: -27.6556 8.6541 3.2691
H: -26.8245 10.1566 3.6462
H: -24.1323 9.9028 3.1266
H: -24.6500 10.2833 4.7659
H: -23.5149 8.9267 4.4522
H: -26.9127 7.2716 5.0536
H: -25.3450 7.2381 5.6327
H: -26.2542 8.6690 5.9235
H: -23.4373 7.8167 0.0631
H: -22.8287 7.8425 1.6917
H: -23.7988 9.2521 1.0769
H: -24.1511 5.9162 3.8339

Results of the Mulliken charge analysis, in e, for atoms 1 through 2:
1 C -1.71
2 C 1.83

---

Arrangement x

Below is a 6-piece molecular cluster, C54H114N6O6 overall, with properties calculated with ωB97M-V with the def2-TZVPD basis set.

Computed properties:
Charge: 0
SMILES: CC1(C)CCCC(C)(C)N1O.CC1(C)CCCC(C)(C)N1O.CC1(C)CCCC(C)(C)N1O.CC1(C)CCCC(C)(C)N1O.CC1(C)CCCC(C)(C)N1O.CC1(C)CCCC(C)(C)N1O
Gap between HOMO and LUMO in eV: 8.15
Multiplicity: 1

Geometry (Å):
C: 2.7420 -2.0925 3.4333
C: 3.3980 -3.5344 3.2427
C: 4.6526 -3.3435 2.2787
C: 5.6717 -4.4857 2.2090
C: 6.0360 -4.9509 3.5897
C: 4.8517 -5.1798 4.6436
N: 3.9666 -3.9896 4.5721
O: 3.1156 -3.8339 5.6916
C: 4.2614 -6.6297 4.2426
C: 5.4184 -5.2193 6.0726
C: 2.3307 -4.3207 2.5630
H: 2.2103 -1.8611 2.5104
H: 3.4961 -1.3204 3.5862
H: 1.9758 -1.9857 4.2012
H: 4.3620 -3.0831 1.2609
H: 5.2100 -2.4469 2.5497
H: 6.6643 -4.3382 1.7835
H: 5.1484 -5.2017 1.5753
H: 6.7156 -4.2320 4.0473
H: 6.6914 -5.8156 3.4853
H: 3.1790 -6.6804 4.3605
H: 4.3905 -6.8651 3.1862
H: 4.6021 -7.3677 4.9689
H: 6.2466 -5.9275 6.0489
H: 5.8810 -4.3415 6.5238
H: 4.5965 -5.3956 6.7664
H: 2.5954 -5.3463 2.3058
H: 1.9193 -3.9178 1.6375
H: 1.5162 -4.4227 3.2801
H: 3.1643 -2.9454 6.0518
C: -8.5358 -2.0281 -1.3689
C: -8.1108 -2.6284 0.0700
C: -8.4039 -4.1568 0.0636
C: -7.4296 -5.0456 -0.5559
C: -6.0276 -4.7235 0.0258
C: -5.6126 -3.2943 -0.2981
N: -6.6573 -2.4180 0.1754
O: -6.3504 -1.0129 0.5288
C: -4.4410 -3.1319 0.7109
C: -5.2624 -2.9538 -1.6935
C: -8.9184 -1.9772 1.2193
H: -8.2510 -0.9806 -1.4675
H: -9.6229 -2.0325 -1.4484
H: -8.0700 -2.4842 -2.2424
H: -8.6934 -4.5319 1.0452
H: -9.2745 -4.1566 -0.5922
H: -7.2874 -4.6726 -1.5702
H: -7.6530 -6.1058 -0.6756
H: -5.3250 -5.5458 -0.1096
H: -6.0760 -4.8103 1.1113
H: -4.6858 -3.4180 1.7338
H: -3.5929 -3.7093 0.3428
H: -4.2156 -2.0671 0.6511
H: -5.6902 -2.0805 -2.1859
H: -4.1783 -2.8432 -1.7192
H: -5.4706 -3.8315 -2.3052
H: -8.6724 -0.9477 1.4794
H: -8.8910 -2.5963 2.1159
H: -10.0059 -2.0497 1.2195
H: -6.4491 -0.5648 -0.3145
C: 4.9946 1.5286 1.9266
C: 5.0579 1.1668 0.3971
C: 4.1945 2.3812 -0.1404
C: 4.2519 2.4974 -1.6950
C: 5.7542 2.5207 -2.1276
C: 6.6161 1.3334 -1.6038
N: 6.4007 1.1405 -0.1827
O: 7.1769 0.1078 0.3727
C: 6.3352 0.0027 -2.4567
C: 8.1434 1.8282 -1.5248
C: 4.2600 -0.2066 0.1771
H: 5.6929 0.8324 2.3912
H: 4.0065 1.4468 2.3793
H: 5.5080 2.4557 2.1816
H: 3.3086 2.6581 0.4310
H: 4.6879 3.3141 0.1326
H: 3.6546 3.3147 -2.0993
H: 3.7480 1.7169 -2.2651
H: 6.2368 3.4878 -1.9869
H: 5.8208 2.2743 -3.1873
H: 7.0324 -0.7808 -2.1598
H: 5.3603 -0.4527 -2.2831
H: 6.4423 0.1818 -3.5265
H: 8.5924 1.6025 -2.4920
H: 8.3252 2.8798 -1.3034
H: 8.6688 1.2681 -0.7513
H: 3.2666 -0.1661 0.6239
H: 4.7098 -1.1396 0.5166
H: 3.9303 -0.3007 -0.8576
H: 7.4466 0.4299 1.2359
C: 2.9168 -1.3730 -3.7105
C: 1.6152 -2.2251 -3.5299
C: 0.8462 -2.1026 -4.8362
C: 1.3296 -2.8750 -6.0708
C: 1.7398 -4.3331 -5.7078
C: 2.6361 -4.5119 -4.4681
N: 1.9854 -3.7133 -3.4184
O: 2.4979 -4.0965 -2.0764
C: 2.8728 -6.0133 -4.2006
C: 4.1603 -3.9312 -4.6839
C: 0.7093 -1.7844 -2.3924
H: 2.7343 -0.3275 -3.4619
H: 3.3251 -1.2139 -4.7085
H: 3.7505 -1.7965 -3.1504
H: -0.2193 -2.2708 -4.6801
H: 1.0082 -1.1271 -5.2946
H: 2.1315 -2.3116 -6.5479
H: 0.4373 -2.7445 -6.6831
H: 2.2879 -4.8541 -6.4928
H: 0.7922 -4.8207 -5.4789
H: 2.0624 -6.3589 -3.5588
H: 2.8653 -6.5910 -5.1248
H: 3.8418 -6.2287 -3.7502
H: 4.9494 -4.5227 -5.1481
H: 4.1212 -2.9339 -5.1221
H: 4.7581 -3.8686 -3.7747
H: -0.0254 -1.0482 -2.7186
H: 1.1418 -1.2799 -1.5284
H: 0.0880 -2.6058 -2.0354
H: 1.7176 -4.3153 -1.5617
C: -5.7258 8.1254 -1.8760
C: -5.6267 7.2595 -0.6496
C: -4.8954 5.9731 -1.1576
C: -3.3587 6.1741 -1.3764
C: -2.7885 6.5951 -0.0883
C: -3.3661 7.9848 0.4430
N: -4.8948 8.0015 0.4138
O: -5.4886 9.2184 0.8106
C: -3.0140 7.9765 1.9692
C: -2.8409 9.2223 -0.3193
C: -7.0503 6.8429 -0.2172
H: -6.3286 7.5696 -2.5942
H: -4.8575 8.2034 -2.5303
H: -6.1280 9.1248 -1.7098
H: -5.1535 5.0623 -0.6173
H: -5.2023 5.7056 -2.1688
H: -3.1446 6.9862 -2.0713
H: -2.8034 5.2588 -1.5811
H: -1.7840 6.9351 -0.3403
H: -2.5912 5.8317 0.6642
H: -3.0029 7.1032 2.6214
H: -1.9359 8.0781 2.0935
H: -3.6421 8.6833 2.5113
H: -2.9875 10.1581 0.2200
H: -1.7537 9.1458 -0.3341
H: -3.2561 9.1226 -1.3222
H: -7.0737 6.3675 0.7634
H: -7.4773 6.1515 -0.9436
H: -7.6596 7.7284 -0.0366
H: -5.0236 9.7662 0.1740
C: -2.3286 1.6392 -0.5484
C: -1.0928 1.9988 0.3717
C: -1.3753 3.4138 0.8821
C: -0.6946 3.8391 2.1871
C: -1.0848 2.7643 3.2583
C: -0.4737 1.4403 2.8191
N: -1.0130 1.0288 1.5419
O: -0.8732 -0.2194 1.1281
C: 1.0785 1.4837 2.7766
C: -0.9835 0.4625 3.9677
C: 0.2106 1.8729 -0.6075
H: -2.2132 0.7209 -1.1242
H: -2.5511 2.3711 -1.3249
H: -3.1432 1.4990 0.1621
H: -1.2140 4.1092 0.0583
H: -2.4239 3.6226 1.0941
H: -0.9419 4.8311 2.5651
H: 0.3581 3.9199 1.9162
H: -2.1676 2.6524 3.3127
H: -0.6919 2.9768 4.2526
H: 1.3143 2.0588 3.6720
H: 1.4006 0.4535 2.9286
H: 1.4427 1.9203 1.8466
H: -0.4570 0.6616 4.9011
H: -2.0569 0.3908 4.1426
H: -0.8316 -0.6109 3.8545
H: -0.0534 2.0709 -1.6464
H: 0.7174 0.9181 -0.7470
H: 0.9161 2.6073 -0.2189
H: -1.7750 -0.5253 1.0071

Results of the Mulliken charge analysis, in e, for atoms 1 through 2:
1 C -1.91
2 C 1.72

---

Referenced to the most stable arrangement, the calculated values in hartree are arrangement w 0.0000; arrangement x 0.3814.

---

Arrangement w

Below is one molecule with the formula CH4IOPS, with properties calculated with ωB97M-V with the def2-TZVPD basis set.

Computed properties:
Charge: 0
Gap between HOMO and LUMO (alpha / beta) in eV: 5.89 / 6.50
Multiplicity: 3

Geometry (Å):
C: -0.5215 0.4165 -0.1748
O: 1.2743 -1.6183 0.8234
P: 0.5007 -0.4368 -1.6598
S: 0.8574 -2.2565 -0.6839
I: -1.3429 -1.2428 -3.0469
H: -0.2065 -0.1281 0.6736
H: -1.6452 0.5820 -0.3562
H: 0.0426 1.4503 -0.1465
H: 2.2230 -1.8634 1.1271

Results of the natural (NBO) charge analysis, in e, for atoms 1 through 2:
1 C -0.88
2 O -0.96

---

Arrangement x

Below is a 2-piece molecular cluster, CH4IOPS overall, with properties calculated with ωB97M-V with the def2-TZVPD basis set.

Computed properties:
Charge: 0
Gap between HOMO and LUMO (alpha / beta) in eV: 7.77 / 6.75
Multiplicity: 3

Geometry (Å):
C: 0.7571 1.2858 0.7021
O: -0.1355 -0.5768 -1.2482
P: -2.5359 -2.5200 -0.3689
S: -0.6959 -1.9489 -0.2399
I: -0.8196 0.7404 2.1168
H: 0.4482 1.3209 -0.3833
H: 1.5686 0.5375 0.6257
H: 1.3976 2.1815 0.9201
H: 0.0154 -1.0205 -2.1242

Results of the natural (NBO) charge analysis, in e, for atoms 1 through 2:
1 C -0.78
2 O -0.83

---

Referenced to the most stable arrangement, the calculated values in hartree are arrangement w 0.0057; arrangement x 0.0000.

---

Arrangement w

Below is a 3-piece molecular cluster, C3H13NO3 overall, with properties calculated with ωB97M-V with the def2-TZVPD basis set.

Computed properties:
Charge: 0
SMILES: C[C@H](O)CN.O.O
Gap between HOMO and LUMO in eV: 9.93
Multiplicity: 1

Geometry (Å):
C: 1.3436 -0.3627 0.8337
C: 0.0879 -1.0945 0.3455
C: 0.3173 -2.5891 0.3109
O: -0.2765 -0.6762 -0.9585
N: 1.2027 1.0613 1.1125
H: 1.6669 -0.8435 1.7556
H: 2.1125 -0.5245 0.0825
H: -0.7163 -0.8901 1.0632
H: -0.6079 -3.0930 0.0279
H: 1.0819 -2.8488 -0.4146
H: 0.6431 -2.9378 1.2872
H: -0.1018 0.2697 -1.0199
H: 0.8233 1.5746 0.3241
H: 0.5377 1.1797 1.8679
H: 1.5002 2.2957 -2.9637
H: 1.1238 1.0016 -3.6958
O: 0.8331 1.6041 -3.0052
H: -2.5921 2.0742 1.5333
H: -2.8589 0.8758 2.4333
O: -3.2256 1.3646 1.6908

Results of the natural (NBO) charge analysis, in e, for atoms 1 through 2:
1 C -0.24
2 C 0.08

---

Arrangement x

Below is a 4-piece molecular cluster, C3H13NO3 overall, with properties calculated with ωB97M-V with the def2-TZVPD basis set.

Computed properties:
Charge: 0
SMILES: C=CCN.O.O.O
Gap between HOMO and LUMO in eV: 9.35
Multiplicity: 1

Geometry (Å):
N: -0.7641 -1.9371 -1.2469
C: -1.9807 -1.0894 -1.1008
C: -2.7092 0.9852 0.1897
C: -1.7647 0.1887 -0.3426
H: -0.2700 -1.6584 -2.0786
H: -0.1996 -1.9380 -0.4119
H: -2.7994 -1.7928 -0.9280
H: -2.1102 -0.7498 -2.1295
H: -3.4676 0.6185 0.8875
H: -2.4644 2.0420 0.2937
H: -0.7450 0.5128 -0.1175
H: 1.8549 -2.1939 -0.1892
H: 2.9604 -1.8021 0.7548
O: 2.0331 -1.6006 0.5474
H: 2.2022 0.3023 -0.4489
H: 2.4774 1.7255 -0.9406
O: 2.8986 0.9001 -0.7291
H: 2.3964 2.6185 2.8207
H: 0.8865 2.7312 2.4250
O: 1.5653 2.1372 2.7447

Results of the natural (NBO) charge analysis, in e, for atoms 1 through 2:
1 N -0.85
2 C -0.28

---

Referenced to the most stable arrangement, the calculated values in hartree are arrangement w 0.0000; arrangement x 0.0749.

---

Arrangement w

Below is a 4-piece molecular cluster, C3H13NO3 overall, with properties calculated with ωB97M-V with the def2-TZVPD basis set.

Computed properties:
Charge: 0
SMILES: C=CNC.O.O.O
Gap between HOMO and LUMO in eV: 8.31
Multiplicity: 1

Geometry (Å):
C: 0.1146 0.5085 -2.1904
C: 0.7540 0.9885 -1.0900
N: 0.6507 0.4693 0.1708
C: 1.5290 0.8983 1.2512
H: -0.8826 0.0923 -2.1388
H: 0.6096 0.2694 -3.1245
H: 1.3692 1.8867 -1.1077
H: 0.2520 -0.4502 0.2182
H: 2.4515 0.3335 1.2208
H: 1.8119 1.9311 1.0445
H: 0.9850 0.9119 2.1810
H: -2.4368 1.2875 0.8122
H: -1.5207 1.4155 -0.3320
O: -2.4646 1.5129 -0.1271
H: -0.0439 -2.3223 2.4691
H: 1.2270 -2.3154 1.6156
O: 0.7536 -1.8130 2.2864
H: -0.9598 -1.7428 -1.0745
H: -2.4278 -1.6299 -1.2298
O: -1.7718 -2.2318 -0.8551

Results of the natural (NBO) charge analysis, in e, for atoms 1 through 2:
1 C -0.65
2 C 0.06

---

Arrangement x

Below is a 4-piece molecular cluster, C3H13NO3 overall, with properties calculated with ωB97M-V with the def2-TZVPD basis set.

Computed properties:
Charge: 0
SMILES: C=C(C)N.O.O.O
Gap between HOMO and LUMO in eV: 8.06
Multiplicity: 1

Geometry (Å):
C: 0.8548 -1.6421 1.8465
C: 0.5094 -0.3500 1.1962
C: 1.3616 0.2347 0.2399
N: -0.7420 0.0717 1.7276
H: 0.5212 -2.6305 1.2819
H: 0.3446 -1.6765 2.7511
H: 1.9860 -1.6323 1.8385
H: 0.8962 0.0664 -0.8094
H: 2.4292 0.2499 0.3520
H: -1.4024 -0.7233 1.7275
H: -1.0365 0.9626 1.3164
H: -0.7062 6.0610 1.6819
H: -1.6415 6.5910 0.6774
O: -1.2378 5.7614 1.0333
H: -1.5942 -1.7083 0.0216
H: -1.6882 -0.6744 -0.9880
O: -2.2667 -1.3405 -0.5472
H: 0.7654 -2.0625 -4.6643
H: 1.1422 -2.9251 -5.7703
O: 1.5047 -2.6333 -4.9126

Results of the natural (NBO) charge analysis, in e, for atoms 1 through 2:
1 C -0.69
2 C 0.28

---

Referenced to the most stable arrangement, the calculated values in hartree are arrangement w 0.0000; arrangement x 0.0538.